Entry 1:
{"formula": "C31H70IN6", "method": "ωB97M-V with the def2-TZVPD basis set", "symbols": ["C", "C", "I", "C", "N", "C", "C", "C", "C", "N", "H", "H", "H", "H", "H", "H", "H", "H", "H", "H", "C", "C", "N", "C", "C", "C", "C", "H", "H", "H", "H", "H", "H", "H", "H", "H", "H", "H", "H", "H", "H", "H", "C", "C", "N", "C", "C", "C", "C", "H", "H", "H", "H", "H", "H", "H", "H", "H", "H", "H", "H", "H", "H", "H", "C", "C", "N", "C", "C", "C", "C", "H", "H", "H", "H", "H", "H", "H", "H", "H", "H", "H", "H", "H", "H", "H", "C", "C", "N", "C", "C", "C", "C", "H", "H", "H", "H", "H", "H", "H", "H", "H", "H", "H", "H", "H", "H", "H"], "positions_angstrom": [[-3.60325, -1.45300, -5.34061], [-4.47115, -0.23451, -4.69920], [-5.49433, -1.04626, -2.95818], [-3.61204, 1.08552, -4.41989], [-2.42401, 0.83909, -3.50111], [-2.71478, 1.09078, -2.13405], [-1.54472, 0.80818, -1.12021], [-0.27735, 0.29365, -1.83130], [-0.20775, 0.14227, -3.36388], [-1.34310, 0.43793, -4.13754], [-3.21014, -1.21494, -6.38455], [-2.74946, -1.74896, -4.64402], [-4.32702, -2.35269, -5.34537], [-5.29094, 0.04736, -5.45768], [-3.19318, 1.57411, -5.37307], [-4.31183, 1.87397, -3.95139], [-3.74146, 1.46261, -1.77585], [-1.66606, 0.96019, -0.00005], [0.65424, 0.01808, -1.22460], [0.75099, -0.20939, -3.89075], [0.26346, 0.12086, 2.57659], [1.19320, -1.08102, 2.68754], [2.45299, -0.90620, 1.97410], [3.20472, -2.14986, 1.80824], [3.71346, -2.84051, 3.07150], [3.24972, 0.26095, 2.34361], [3.65679, 0.40922, 3.80831], [0.09623, 0.39340, 1.52945], [-0.70752, -0.11802, 3.01926], [0.65648, 0.99249, 3.10507], [0.66053, -1.93757, 2.25931], [1.35276, -1.31262, 3.74748], [4.05219, -1.97403, 1.13616], [2.56607, -2.86032, 1.26981], [4.55873, -2.30913, 3.50976], [4.06758, -3.84489, 2.82144], [2.93455, -2.95031, 3.82867], [2.69126, 1.15926, 2.05691], [4.15118, 0.29844, 1.72238], [2.82267, 0.24356, 4.49424], [4.02239, 1.42513, 3.98519], [4.46679, -0.26974, 4.07509], [-5.97951, 4.04332, -2.57104], [-6.78320, 4.88400, -3.55615], [-6.66059, 6.31661, -3.32845], [-7.65829, 7.10694, -4.04816], [-7.61354, 7.08144, -5.57462], [-5.30603, 6.85901, -3.33987], [-4.45893, 6.63229, -4.59139], [-6.22346, 4.30429, -1.53774], [-6.21189, 2.98274, -2.71157], [-4.90149, 4.16400, -2.71601], [-7.83335, 4.59580, -3.43860], [-6.49734, 4.60736, -4.57917], [-7.60708, 8.14787, -3.71122], [-8.65018, 6.76192, -3.73438], [-6.77653, 7.66130, -5.96474], [-8.52501, 7.53559, -5.97376], [-7.55564, 6.06647, -5.97301], [-4.76368, 6.43809, -2.48556], [-5.34199, 7.93300, -3.12930], [-4.49296, 5.59659, -4.93895], [-3.41241, 6.86417, -4.37106], [-4.76157, 7.28388, -5.41086], [2.70174, -5.32567, -5.71677], [2.62743, -4.27362, -4.61658], [3.73684, -4.34023, -3.67392], [3.51344, -3.56219, -2.45892], [3.38547, -2.04668, -2.60342], [5.07692, -4.23877, -4.24390], [5.40395, -3.00087, -5.07774], [2.80678, -6.32927, -5.29641], [1.78431, -5.30688, -6.31130], [3.53582, -5.14459, -6.39887], [1.69134, -4.44597, -4.07305], [2.54214, -3.28046, -5.07679], [4.30758, -3.78134, -1.73696], [2.59712, -3.93413, -1.98530], [4.34792, -1.57658, -2.80627], [3.01757, -1.62027, -1.66401], [2.68065, -1.76110, -3.38830], [5.24765, -5.12094, -4.87014], [5.82054, -4.33138, -3.44507], [4.62513, -2.76973, -5.80833], [6.32913, -3.17070, -5.63609], [5.56767, -2.12169, -4.45393], [0.00542, -1.76350, 9.53318], [1.19095, -2.36292, 8.78604], [1.92020, -1.39147, 7.97972], [2.84420, -2.00349, 7.02792], [4.01559, -2.80278, 7.59520], [2.43338, -0.22099, 8.68444], [3.36640, -0.45684, 9.87112], [-0.66288, -1.23107, 8.85081], [-0.57149, -2.55857, 10.01310], [0.32423, -1.07308, 10.31785], [0.79165, -3.14105, 8.12595], [1.84639, -2.87051, 9.50430], [3.23677, -1.23203, 6.35578], [2.26503, -2.67026, 6.37748], [4.78044, -2.15270, 8.02095], [4.49489, -3.36884, 6.79052], [3.70081, -3.52134, 8.35423], [1.57801, 0.36391, 9.04010], [2.93272, 0.44401, 7.97099], [2.98875, -1.21932, 10.55612], [3.46903, 0.46922, 10.44469], [4.36815, -0.74307, 9.55029]], "atomic_forces_ev_per_a": [[-0.90, -0.15, 0.81], [1.11, -0.23, -1.88], [0.38, 0.58, -0.39], [-1.06, 0.61, -0.47], [-2.74, 1.27, 2.16], [4.33, -1.43, 1.31], [0.26, -0.77, -5.17], [-2.13, 0.78, -0.49], [-2.53, 0.97, 2.21], [3.05, -0.75, 2.64], [-0.59, -0.25, 1.46], [-1.08, 0.50, -1.00], [1.31, 1.40, -0.37], [1.24, -0.31, 1.37], [-0.58, -1.15, 1.32], [1.32, -1.24, -0.46], [1.76, -0.67, -1.12], [0.30, -0.27, -1.78], [-1.54, 0.49, -0.90], [-1.86, 0.65, 0.83], [-0.01, 0.08, 0.17], [0.04, 0.11, -0.05], [0.12, -0.15, -0.51], [-0.13, -0.14, -0.09], [0.21, -0.15, 0.06], [-0.18, 0.30, 0.02], [0.17, 0.11, 0.15], [0.13, 0.00, 0.00], [0.10, 0.00, 0.01], [-0.05, -0.02, -0.10], [0.29, -0.07, -0.02], [-0.11, 0.00, 0.12], [-0.07, 0.20, 0.08], [-0.12, 0.11, 0.06], [-0.09, -0.01, 0.06], [-0.04, 0.06, 0.01], [0.03, 0.04, -0.03], [-0.08, -0.10, 0.03], [-0.13, -0.26, -0.03], [0.02, -0.02, -0.06], [-0.03, -0.07, -0.03], [-0.10, -0.02, 0.07], [0.14, -0.05, 0.04], [0.08, 0.13, 0.09], [-0.18, 0.23, 0.07], [-0.25, -0.06, 0.09], [-0.04, 0.17, -0.18], [0.16, -0.21, 0.24], [0.21, 0.13, -0.13], [0.05, 0.04, -0.10], [-0.08, 0.02, -0.02], [0.01, 0.08, 0.05], [0.02, 0.25, -0.08], [0.02, -0.15, -0.12], [0.19, -0.13, 0.06], [0.12, -0.12, 0.06], [-0.01, -0.10, -0.03], [0.06, -0.05, 0.04], [0.02, 0.03, 0.02], [-0.10, -0.06, -0.03], [-0.25, -0.12, -0.06], [-0.06, 0.03, 0.00], [-0.07, -0.01, 0.00], [0.00, -0.14, -0.03], [0.07, 0.01, -0.08], [0.13, -0.20, -0.03], [-0.02, 0.09, 0.45], [-0.18, -0.26, -0.01], [0.06, 0.30, 0.24], [0.07, -0.29, -0.28], [0.18, 0.15, -0.06], [0.04, 0.12, 0.01], [0.08, 0.04, 0.04], [-0.05, -0.05, 0.05], [0.17, 0.10, 0.20], [-0.08, 0.11, -0.13], [0.05, -0.02, -0.20], [-0.01, -0.07, -0.15], [-0.10, 0.03, -0.09], [0.03, -0.03, 0.02], [0.06, -0.07, -0.08], [-0.14, 0.05, 0.03], [-0.26, 0.04, 0.11], [0.01, -0.03, 0.05], [-0.08, 0.00, 0.04], [-0.07, 0.02, -0.08], [0.02, 0.07, 0.08], [-0.10, 0.14, 0.05], [0.10, 0.06, -0.49], [-0.16, -0.08, -0.04], [0.26, -0.07, -0.11], [-0.29, 0.14, 0.19], [0.20, 0.11, 0.13], [0.11, -0.01, 0.02], [0.09, 0.05, -0.03], [-0.05, -0.02, -0.06], [0.24, 0.10, -0.13], [-0.01, -0.10, 0.10], [-0.07, 0.10, 0.18], [-0.12, 0.01, 0.13], [-0.06, -0.06, 0.07], [-0.04, 0.01, 0.04], [0.00, 0.06, -0.02], [-0.03, -0.14, -0.02], [-0.03, -0.25, -0.13], [0.00, 0.02, -0.07], [-0.02, -0.06, -0.04], [-0.05, -0.08, 0.08]], "mulliken_charge": [-1.054, -0.477, 0.112, -0.422, 0.951, 0.266, -0.545, 0.066, -0.330, -0.847, 0.320, 0.290, 0.410, 0.457, 0.412, -0.073, 0.353, 0.387, 0.289, 0.407, -1.214, -0.076, 0.442, -0.687, -1.148, -0.844, -0.870, -0.013, 0.529, 0.286, 0.509, -0.118, 0.343, 0.370, 0.263, 0.472, 0.192, 0.360, 0.371, 0.151, 0.428, 0.247, -1.310, -0.368, 0.094, -0.695, -0.951, -0.692, -0.865, 0.329, 0.437, 0.250, 0.441, 0.238, 0.357, 0.396, 0.219, 0.398, 0.268, 0.326, 0.367, 0.168, 0.368, 0.260, -1.452, -0.287, 0.142, -0.758, -0.470, -0.697, -0.919, 0.337, 0.430, 0.300, 0.438, 0.218, 0.321, 0.361, 0.181, 0.185, 0.087, 0.374, 0.339, 0.236, 0.381, 0.258, -1.424, -0.355, 0.249, -0.092, -1.288, -0.613, -1.001, 0.324, 0.436, 0.295, 0.434, 0.289, -0.221, 0.365, 0.269, 0.427, 0.302, 0.401, 0.301, 0.251, 0.393, 0.251], "e_tot_ev": -50312.3962, "spin_multiplicity": 1, "charge": 1}



Entry 2:
{"formula": "C22H40Cl8CuMgO15S", "method": "ωB97M-V with the def2-TZVPD basis set", "symbols": ["Mg", "Cu", "S", "O", "O", "O", "O", "C", "O", "H", "H", "H", "C", "O", "H", "H", "H", "C", "C", "C", "O", "C", "O", "O", "H", "H", "H", "H", "H", "H", "C", "C", "C", "O", "C", "O", "O", "H", "H", "H", "H", "H", "H", "C", "C", "C", "O", "C", "O", "O", "H", "H", "H", "H", "H", "H", "Cl", "C", "C", "Cl", "H", "H", "H", "H", "Cl", "C", "C", "Cl", "H", "H", "H", "H", "Cl", "C", "C", "Cl", "H", "H", "H", "H", "Cl", "C", "C", "Cl", "H", "H", "H", "H"], "positions_angstrom": [[-0.74405, 0.34065, 0.85648], [-2.68140, 3.34992, 1.35243], [-0.68876, 2.21852, -0.80917], [-1.67062, 1.13755, -0.61807], [0.32137, 1.71712, 0.13756], [-0.15279, 2.35050, -2.16292], [-1.30484, 3.37193, -0.21699], [-2.35633, 0.59263, 3.22427], [-1.92519, 1.41600, 2.16472], [-1.88689, 0.89795, 4.15942], [-3.43874, 0.66415, 3.33090], [-2.04577, -0.41831, 2.96038], [-1.43581, -2.74315, 0.11327], [-0.91863, -1.55803, 0.63415], [-0.77199, -3.60590, 0.16904], [-2.36775, -3.06637, 0.57707], [-1.55921, -2.59328, -0.95931], [-7.78177, -0.52638, -1.20450], [-6.74998, -0.40267, -0.04483], [-5.50302, -1.20107, 0.08546], [-4.58577, -0.16921, 0.54285], [-5.00355, 1.05742, 0.28031], [-4.37399, 2.10376, 0.38997], [-6.32496, 0.93712, -0.12775], [-8.20806, -1.52952, -1.21452], [-7.40436, -0.21617, -2.17889], [-8.68204, 0.05651, -1.00996], [-7.22691, -0.51183, 0.92919], [-5.11499, -1.60928, -0.84775], [-5.75136, -1.97560, 0.81108], [4.81026, 1.00263, -0.42964], [4.50480, -0.31529, -1.19801], [3.13379, -0.36148, -1.76117], [3.28108, -0.52882, -3.12365], [4.56979, -0.31723, -3.45934], [4.99462, -0.06603, -4.59465], [5.29383, -0.41415, -2.33728], [5.80296, 1.09491, 0.01098], [4.07150, 1.19051, 0.34949], [4.63186, 1.86254, -1.07525], [4.60114, -1.21443, -0.58943], [2.55787, 0.51922, -1.47695], [2.61953, -1.22932, -1.34825], [5.03071, -0.54451, 3.85723], [3.79204, 0.30814, 4.06175], [3.71161, 1.70917, 3.45139], [2.50060, 1.78715, 2.81983], [1.94145, 0.59287, 2.83081], [0.85645, 0.27397, 2.37958], [2.74557, -0.29007, 3.39108], [5.88103, 0.01014, 4.25400], [5.10129, -0.85327, 2.81427], [4.85242, -1.47645, 4.39371], [3.52437, 0.29053, 5.11822], [4.44404, 1.70023, 2.64420], [3.84016, 2.56657, 4.11202], [1.68226, 6.72151, 0.09072], [1.60400, 4.97397, -0.30639], [2.95155, 4.40034, -0.75320], [4.07298, 4.23830, 0.59110], [0.82582, 4.86781, -1.06222], [1.13158, 4.46271, 0.53238], [3.40287, 4.96973, -1.56574], [2.79958, 3.39180, -1.13770], [1.27029, -3.47193, -3.04802], [0.22652, -2.31574, -3.82425], [0.64921, -2.19281, -5.26484], [-0.17118, -0.90688, -6.13584], [0.52535, -1.38183, -3.34820], [-0.81735, -2.57647, -3.64974], [0.44044, -3.17880, -5.67995], [1.71459, -1.99238, -5.37845], [1.73800, -5.27427, 4.33465], [1.26786, -3.56246, 4.55369], [0.26579, -3.16781, 3.48368], [-1.31857, -3.74168, 3.95432], [2.15924, -2.95668, 4.39072], [0.83361, -3.51460, 5.55231], [0.43698, -3.58025, 2.48935], [0.19950, -2.08152, 3.42305], [-4.85234, -0.17819, -3.26002], [-3.11504, -0.62980, -3.43142], [-2.35462, 0.61058, -3.60818], [-2.78694, 1.33417, -5.15913], [-3.08074, -1.32637, -4.26910], [-2.77212, -1.10624, -2.51299], [-1.28302, 0.41199, -3.59024], [-2.40273, 1.37115, -2.82887]], "atomic_forces_ev_per_a": [[-0.48, 1.38, 2.35], [0.58, -1.53, -0.32], [1.01, -0.65, -1.33], [-2.52, -2.28, -2.03], [3.58, 0.49, 0.49], [-0.76, 0.30, 1.14], [-0.80, 3.17, 0.11], [0.30, 1.19, -1.09], [0.13, -0.06, -0.22], [0.08, -0.20, 0.36], [-0.22, -0.36, 0.20], [-0.25, -0.73, 0.57], [-0.15, 0.29, 0.84], [-0.38, -1.97, -0.67], [0.74, 0.21, 0.09], [-0.21, 0.46, -0.01], [-0.08, 0.25, -0.38], [-0.09, -0.88, 0.91], [-2.27, 1.01, -0.87], [0.24, 0.30, -0.79], [1.45, -1.34, 0.69], [-0.97, 1.46, -0.37], [-1.79, -2.32, -0.15], [1.93, 2.10, 0.30], [0.39, -0.32, -0.38], [0.25, -0.28, 0.23], [0.34, 0.49, 0.33], [-0.62, 0.10, -0.04], [0.04, -0.01, 0.08], [1.04, 0.04, 0.21], [-0.54, -0.35, -0.29], [0.43, 0.88, 1.76], [-1.96, -0.27, 1.64], [-0.25, 0.41, -1.90], [0.90, 0.79, -3.07], [-1.33, -1.14, 3.69], [2.08, 0.14, -1.07], [0.02, -0.28, -0.20], [-0.11, -0.43, 0.26], [0.31, -0.11, -0.38], [0.76, 0.13, 0.19], [-0.21, 0.22, -0.47], [-0.31, -0.04, -0.19], [-0.67, 0.29, 0.15], [0.67, 0.53, 1.14], [3.11, 0.11, 0.06], [-2.72, 0.15, -0.52], [-1.68, -0.53, -1.00], [0.98, 0.19, 0.30], [-1.66, -2.00, -0.58], [0.26, -0.41, -0.24], [0.41, 0.49, -0.12], [0.34, 0.08, 0.29], [0.10, 0.26, 0.24], [0.49, 0.61, 0.11], [0.10, -0.25, 0.02], [0.16, -0.15, 0.02], [-0.39, -0.16, -0.23], [-1.25, -0.16, -0.40], [0.56, 0.18, 0.49], [0.43, 0.08, -0.45], [0.64, -0.06, 0.24], [0.03, 0.22, 0.32], [-0.27, -0.01, 0.06], [0.51, -1.22, 0.61], [0.55, 1.86, 0.15], [0.17, -1.13, -0.29], [-0.48, 0.09, -0.02], [-0.71, 0.20, 0.19], [0.12, 0.10, -0.24], [-0.01, 0.23, -0.70], [-0.08, -0.09, 0.38], [0.14, -0.11, 0.04], [0.13, -0.30, -0.95], [0.02, 0.41, 0.27], [-1.15, -0.32, 0.10], [0.02, -0.07, 0.46], [0.22, 0.43, -0.17], [0.52, 0.04, 0.23], [0.11, 0.02, -0.05], [-0.13, -0.43, 0.29], [-0.81, -0.31, 0.65], [1.53, 0.93, -0.28], [0.13, 0.43, -0.44], [0.24, 0.21, 0.02], [-0.28, -0.13, 0.11], [0.10, -0.23, -0.45], [-0.82, -0.34, -0.04]], "mulliken_spin": [-0.041, 0.003, -0.012, 0.044, 0.015, 0.002, 0.010, 0.005, 0.062, 0.006, -0.001, -0.004, -0.047, 0.815, 0.049, -0.001, 0.100, 0.000, 0.000, 0.000, -0.006, 0.000, 0.000, 0.000, 0.000, 0.000, 0.000, 0.000, 0.000, 0.000, 0.000, 0.000, -0.001, 0.000, 0.000, 0.000, 0.000, 0.000, 0.000, 0.000, 0.000, 0.001, 0.001, 0.000, 0.000, 0.000, 0.000, 0.002, -0.002, 0.001, 0.000, 0.000, 0.000, 0.000, 0.000, 0.000, 0.000, 0.000, 0.000, 0.000, 0.000, 0.000, 0.000, 0.000, 0.000, 0.002, 0.000, 0.000, -0.001, 0.000, 0.000, 0.000, 0.000, 0.001, 0.001, 0.000, 0.000, 0.000, -0.003, 0.000, 0.000, 0.001, -0.001, 0.000, 0.000, 0.001, 0.000, 0.000], "e_tot_ev": -215275.1841, "spin_multiplicity": 2, "charge": 0}